{
  "formula": "C4H5BaO6",
  "method": "ωB97M-V/def2-TZVPD",
  "elements": ["C", "H", "O", "O", "H", "O", "H", "C", "H", "H", "C", "O", "Ba", "O", "C", "O"],
  "coordinates": [[3.8338, 0.2439, 0.6932], [4.2268, -0.7399, 0.9621], [-0.0672, 0.5478, 0.9282], [6.3586, 0.7893, 1.4214], [4.1081, 0.5422, -0.4590], [0.2163, -0.6971, 2.7055], [6.5419, 2.7716, 2.6727], [0.7018, -0.0992, 1.7000], [2.1594, 1.4092, -0.0462], [2.2363, -0.4338, -0.6246], [2.4813, 0.3695, 0.0783], [1.9824, -0.2348, 1.4566], [-2.6147, -0.2875, 2.2878], [5.6053, 2.6215, 2.4904], [5.4599, 1.4914, 1.8140], [4.1748, 1.3475, 1.5180]],
  "mulliken_charge": [-0.02, 0.35, -0.84, -0.53, 0.18, -0.82, 0.37, 0.91, 0.35, 0.35, -0.73, -0.33, 1.79, -0.44, 0.66, -0.25],
  "total_charge": 1,
  "lumo_energy_ev": -5.38,
  "mol_weight_g_mol": 286.41,
  "homo_lumo_gap_ev": 6.8
}

{
  "formula": "C4H5Br2Cl",
  "method": "ωB97M-V/def2-TZVPD",
  "elements": ["Cl", "C", "H", "H", "Br", "Br", "H", "C", "C", "H", "H", "C"],
  "coordinates": [[-2.2603, 1.4852, 0.1111], [1.7942, 0.0505, 0.7260], [-0.5609, -1.6389, -0.6325], [-0.4465, 1.1032, -1.3130], [2.8342, -1.2683, -0.1513], [1.9030, 1.7325, -0.1400], [0.3501, -1.3002, 1.6224], [-1.2212, 0.4204, -0.9241], [-0.6373, -0.6740, -0.1573], [-1.8454, 0.0750, -1.7443], [-0.1494, 0.4231, 1.5959], [0.2395, -0.4085, 1.0072]],
  "mulliken_charge": [-0.21, 0.07, 0.37, 0.13, -0.07, -0.08, 0.35, -0.22, -0.21, 0.32, 0.38, -0.83],
  "lumo_energy_ev": [-1.11, -0.67],
  "mol_weight_g_mol": 248.35,
  "homo_lumo_gap_ev": [7.6, 8.2]
}

{
  "formula": "C4H5BrFN4O",
  "method": "ωB97M-V/def2-TZVPD",
  "elements": ["N", "N", "H", "N", "C", "C", "F", "O", "H", "Br", "H", "H", "H", "C", "N", "C"],
  "coordinates": [[0.2025, 0.3799, -0.1520], [1.2414, 1.2602, -0.2115], [-1.3541, 1.7709, 0.0861], [0.1454, -1.9845, 0.0707], [-1.1855, 0.7632, -0.2711], [-2.1204, -0.1939, 0.4524], [-2.1849, -0.0501, 1.7524], [-2.7714, -1.0133, -0.1399], [-0.6921, -2.1635, -0.4471], [1.1197, 3.0906, -0.4137], [3.3327, 0.9846, -0.0716], [-1.4749, 0.7404, -1.3090], [0.5081, -2.6623, 0.7136], [2.3407, 0.5875, -0.0779], [2.1044, -0.6992, 0.0351], [0.7884, -0.8107, -0.0166]],
  "mulliken_charge": [0.33, -0.37, 0.40, -0.37, -0.27, 0.48, -0.21, -0.44, 0.28, 0.19, 0.46, 0.31, 0.22, 0.04, -0.51, 0.47],
  "total_charge": 1,
  "smiles": "Nc1ncn(Br)[n+]1CC(=O)F",
  "lumo_energy_ev": -4.98,
  "mol_weight_g_mol": 224.01,
  "homo_lumo_gap_ev": 9.4
}

{
  "formula": "C4H5BrN2",
  "method": "ωB97M-V/def2-TZVPD",
  "elements": ["C", "H", "N", "H", "H", "H", "H", "C", "Br", "C", "C", "N"],
  "coordinates": [[0.6307, 0.0934, 1.4701], [0.0472, -0.7511, 1.8831], [0.1033, 0.1147, 0.1548], [-0.5515, 0.6353, -3.0331], [1.7312, 0.0285, 1.2829], [0.4995, 1.1002, 1.9351], [-1.9467, -1.1311, -1.8399], [-0.5820, 0.5145, -1.9368], [1.6023, 2.3301, -1.0450], [0.2334, 0.8967, -0.9170], [-1.2567, -0.5779, -1.3630], [-0.8719, -0.7776, -0.1278]],
  "mulliken_charge": [-0.82, 0.35, 0.66, 0.32, 0.29, 0.27, 0.53, -0.25, -0.19, 0.02, -0.32, -0.86],
  "smiles": "Cn1nccc1Br",
  "lumo_energy_ev": 0.65,
  "mol_weight_g_mol": 161.00,
  "homo_lumo_gap_ev": 10.0
}

{
  "formula": "C4H5BrN2",
  "method": "ωB97M-V/def2-TZVPD",
  "elements": ["C", "C", "H", "C", "Br", "N", "C", "N", "H", "H", "H", "H"],
  "coordinates": [[1.1232, 0.6664, 0.0689], [0.7179, 1.9702, 0.0235], [-0.5549, -1.8269, -0.8007], [0.1410, -1.5526, 0.0520], [2.8679, -0.0023, -0.0203], [-1.0462, 0.5907, -0.0034], [-0.6662, 1.8706, -0.0196], [0.0347, -0.1310, 0.0087], [1.2865, 2.8119, 0.0632], [-0.2901, -2.0181, 0.9540], [1.1660, -1.9586, -0.0655], [-1.3229, 2.6282, -0.0535]],
  "mulliken_charge": [0.25, -0.49, 0.28, -0.67, -0.20, -1.10, -0.37, 0.81, 0.48, 0.28, 0.18, 0.55],
  "smiles": "Cn1nccc1Br",
  "lumo_energy_ev": 0.70,
  "mol_weight_g_mol": 161.00,
  "homo_lumo_gap_ev": 9.8
}

{
  "formula": "C4H5BrN2O",
  "method": "ωB97M-V/def2-TZVPD",
  "elements": ["C", "C", "C", "Br", "H", "O", "N", "H", "H", "H", "N", "H", "C"],
  "coordinates": [[-2.4787, 0.7565, 0.7018], [1.9747, 0.5053, -0.2131], [0.2464, -0.9610, -0.6546], [-1.0765, 1.7176, 0.1875], [0.8459, -2.1665, 0.9580], [-0.7506, -1.5626, -1.0049], [2.1496, -0.5033, 0.6109], [0.2621, 1.0840, -1.6452], [-2.1705, 0.0989, 1.4976], [2.6716, 1.2933, -0.1679], [1.0649, -1.3617, 0.4310], [-3.5413, 0.7669, 0.3413], [0.8024, 0.3326, -1.0424]],
  "mulliken_charge": [-0.60, -0.27, 0.29, 0.07, 0.22, -0.56, -0.57, 0.59, 0.32, 0.49, 0.14, 0.32, -0.45],
  "lumo_energy_ev": [-0.28, -1.63],
  "mol_weight_g_mol": 177.00,
  "homo_lumo_gap_ev": [8.5, 6.7]
}

{
  "formula": "C4H5BrN2O3S",
  "method": "ωB97M-V/def2-TZVPD",
  "elements": ["H", "C", "C", "H", "O", "Br", "S", "C", "N", "H", "H", "O", "H", "O", "C", "N"],
  "coordinates": [[-0.4001, -3.1755, 0.2300], [0.3367, -1.3583, 0.7867], [0.0128, -0.0685, 1.1675], [0.7822, 2.4489, -1.9749], [0.4488, 1.1575, 0.9558], [-3.7420, 0.5089, 0.1767], [1.6814, 1.2784, -0.2435], [-0.6477, -2.1466, 0.3402], [0.9751, 2.5793, -0.9978], [1.4423, 3.4325, -0.8409], [1.3098, -1.8418, 1.1167], [2.8277, 1.7146, 0.4517], [-2.6152, -2.5600, -0.0602], [1.6170, 0.1041, -1.0242], [-1.9691, -1.6791, -0.0033], [-2.0599, -0.3944, -0.0806]],
  "mulliken_charge": [0.35, -0.33, 0.26, 0.27, -0.22, -0.11, 1.10, -0.45, -0.46, 0.26, 0.31, -0.55, 0.34, -0.51, 0.17, -0.44],
  "lumo_energy_ev": [0.01, 0.01],
  "mol_weight_g_mol": 241.07,
  "homo_lumo_gap_ev": [8.0, 8.0]
}

{
  "formula": "C4H5BrNS",
  "method": "ωB97M-V/def2-TZVPD",
  "elements": ["S", "N", "Br", "H", "H", "H", "H", "C", "C", "C", "C", "H"],
  "coordinates": [[2.5029, -0.7538, 0.1005], [-0.6740, 0.2942, -0.0887], [-3.5369, -0.2331, 0.1480], [0.8042, -1.3072, -0.1258], [0.1763, 2.2109, -0.2050], [-0.9802, -1.8626, -0.7865], [-0.6196, -1.4306, 1.0941], [-1.9271, 0.6614, 0.2772], [-0.4302, -1.1335, -0.0199], [0.4099, 1.0976, -0.0416], [1.7843, 0.7881, -0.1223], [2.4904, 1.6686, -0.2300]],
  "mulliken_charge": [-0.12, 0.14, 0.17, -0.01, 0.30, 0.34, 0.48, 0.25, -0.72, 0.26, -0.38, 0.30],
  "total_charge": 1,
  "lumo_energy_ev": [-7.13, -7.00],
  "mol_weight_g_mol": 179.06,
  "homo_lumo_gap_ev": [6.0, 5.8]
}

{
  "formula": "C4H5BrS",
  "method": "ωB97M-V/def2-TZVPD",
  "elements": ["H", "Br", "H", "H", "C", "C", "H", "C", "C", "S", "H"],
  "coordinates": [[0.6517, 1.4724, 0.5020], [2.5488, -1.6547, -0.0065], [-0.6844, -0.4586, -1.2670], [1.8198, 0.8909, 1.3678], [1.5375, 0.9949, 0.4075], [1.5939, -0.0829, -0.5757], [2.3335, 1.7536, 0.0017], [-2.4525, -1.3019, -0.2674], [-1.3769, -0.9891, -0.6860], [-3.8945, -2.0350, 0.1822], [-3.4049, -3.2907, 0.1587]],
  "mulliken_charge": [0.31, -0.09, 0.60, 0.46, -0.87, -0.15, 0.29, -0.57, 0.15, -0.27, 0.13],
  "lumo_energy_ev": -0.69,
  "mol_weight_g_mol": 165.06,
  "homo_lumo_gap_ev": 8.2
}

{
  "formula": "C4H5CeO3",
  "method": "ωB97M-V/def2-TZVPD",
  "elements": ["H", "C", "H", "C", "H", "Ce", "C", "H", "H", "C", "O", "O", "O"],
  "coordinates": [[-1.7434, -2.7794, 2.2711], [1.3586, 1.3440, -1.2554], [-1.7080, 0.1874, -0.0525], [-0.7929, 0.0184, 0.5422], [0.1871, -1.2304, 2.0105], [3.9164, 3.6945, -2.3515], [-1.8042, -1.9030, 1.6260], [-2.7316, -1.7498, 1.0695], [0.5765, -0.1745, -2.0896], [-0.7362, -1.0885, 1.4444], [1.0913, 0.6238, -2.2922], [2.1829, 2.2457, -1.2904], [0.2035, 0.8118, 0.3678]],
  "mulliken_charge": [0.30, 0.85, 0.44, 0.07, 0.34, 1.91, -0.57, 0.26, 0.39, 0.16, -0.23, -0.44, -0.46],
  "total_charge": 3,
  "multiplicity": 3,
  "lumo_energy_ev": [-14.16, -14.05],
  "mol_weight_g_mol": 241.20,
  "homo_lumo_gap_ev": [4.9, 6.8]
}

{
  "formula": "C4H5Cl",
  "method": "ωB97M-V/def2-TZVPD",
  "elements": ["C", "C", "H", "H", "H", "Cl", "H", "H", "C", "C"],
  "coordinates": [[0.1923, 0.7038, 0.5407], [0.1897, -0.8877, -0.9231], [0.3482, -1.6166, -1.6314], [1.4244, 1.0963, -1.3807], [-1.5489, -0.4330, 0.0205], [-0.7486, 2.2703, 1.4754], [-0.7305, -1.4878, 1.0372], [0.7786, 0.6155, 1.3861], [0.7121, 0.3869, -0.8903], [-0.6173, -0.6478, 0.3654]],
  "mulliken_charge": [-0.29, -0.53, 0.47, 0.33, 0.24, -0.28, 0.34, 0.28, -0.12, -0.42],
  "smiles": "Cl[C@@H]1C=CC1",
  "lumo_energy_ev": 0.46,
  "mol_weight_g_mol": 88.54,
  "homo_lumo_gap_ev": 10.5
}

{
  "formula": "C4H5Cl2NOS",
  "method": "ωB97M-V/def2-TZVPD",
  "elements": ["C", "H", "C", "O", "H", "C", "S", "C", "N", "Cl", "H", "H", "H", "Cl"],
  "coordinates": [[-1.6579, -0.5472, -1.1581], [-2.3802, 0.1669, -1.4665], [1.8678, 0.2082, 0.3561], [0.7664, -2.1168, 0.5695], [-1.1135, -1.0966, -2.0313], [-0.6266, 0.8664, 0.5795], [0.8926, -1.0836, -0.4465], [0.2834, 1.1149, 1.4505], [-0.4151, -0.0090, -0.4538], [3.1307, -0.3769, 1.2202], [0.6174, 1.8508, 2.1305], [-2.0210, -1.3375, -0.4724], [-1.6110, 1.0819, 0.7077], [2.2669, 1.2786, -0.9854]],
  "mulliken_charge": [-0.90, 0.38, 0.19, -0.59, 0.26, 0.20, 0.46, -0.88, -0.07, -0.11, 0.38, 0.38, 0.46, -0.16],
  "lumo_energy_ev": 0.61,
  "mol_weight_g_mol": 186.06,
  "homo_lumo_gap_ev": 9.8
}

Copy entry 4 word for word.
{
  "formula": "C4H5BrN2",
  "method": "ωB97M-V/def2-TZVPD",
  "elements": ["C", "H", "N", "H", "H", "H", "H", "C", "Br", "C", "C", "N"],
  "coordinates": [[0.6307, 0.0934, 1.4701], [0.0472, -0.7511, 1.8831], [0.1033, 0.1147, 0.1548], [-0.5515, 0.6353, -3.0331], [1.7312, 0.0285, 1.2829], [0.4995, 1.1002, 1.9351], [-1.9467, -1.1311, -1.8399], [-0.5820, 0.5145, -1.9368], [1.6023, 2.3301, -1.0450], [0.2334, 0.8967, -0.9170], [-1.2567, -0.5779, -1.3630], [-0.8719, -0.7776, -0.1278]],
  "mulliken_charge": [-0.82, 0.35, 0.66, 0.32, 0.29, 0.27, 0.53, -0.25, -0.19, 0.02, -0.32, -0.86],
  "smiles": "Cn1nccc1Br",
  "lumo_energy_ev": 0.65,
  "mol_weight_g_mol": 161.00,
  "homo_lumo_gap_ev": 10.0
}